1.
C21H19Br42F3O4 | ωB97M-V/def2-TZVPD

Last column: Löwdin charge in e.
Positions of all 89 atoms, in Å:
1 H 5.492 -0.716 7.069  -0.07
2 Br -3.862 -3.373 -1.488  0.59
3 H -3.966 -6.819 -0.633  -0.09
4 H -0.016 -4.738 3.174  -0.04
5 H 3.800 -1.085 1.022  0.07
6 C -4.768 -7.564 -0.613  -1.60
7 Br 7.982 -0.576 7.167  0.56
8 F 1.471 -0.197 1.678  -0.17
9 C -5.525 -10.614 3.440  -1.60
10 H -1.718 3.941 -2.625  -0.07
11 Br -4.140 0.473 1.512  0.54
12 Br 7.869 5.301 0.725  0.55
13 H 2.974 -1.264 -1.736  0.14
14 H 10.555 2.768 -2.610  -0.07
15 H -3.391 2.837 1.230  -0.02
16 O 4.377 3.478 -1.901  0.01
17 H 4.890 0.668 0.233  0.16
18 Br -3.926 -9.299 -0.365  0.55
19 H -1.436 -3.897 -1.229  -0.01
20 Br -6.222 -3.093 4.566  0.58
21 C 10.903 1.734 -2.708  -1.62
22 Br -5.640 -11.948 4.851  0.56
23 C -1.973 3.844 -3.686  -1.61
24 C 3.167 3.051 -1.457  -0.13
25 C 0.865 0.146 0.339  -0.19
26 C 3.849 -1.119 -0.959  -0.21
27 Br 2.216 -4.802 4.287  0.57
28 Br 2.007 2.763 4.975  0.57
29 Br 2.615 0.410 7.091  0.59
30 Br -3.912 8.744 -5.823  0.55
31 C 7.237 5.737 -1.063  -1.60
32 Br -5.696 -7.446 -2.318  0.55
33 C 2.996 1.511 -0.832  0.04
34 H 4.791 -1.677 -1.435  0.14
35 Br 7.261 7.654 -1.391  0.56
36 Br 8.209 4.755 -2.433  0.56
37 C -5.542 8.094 -4.982  -1.59
38 Br -8.597 7.524 -2.288  0.53
39 Br -3.884 -5.299 4.797  0.54
40 H -1.517 0.342 -7.076  -0.04
41 Br -0.736 4.975 -4.673  0.58
42 Br 2.956 -0.136 3.933  0.60
43 Br -4.903 -8.899 4.114  0.51
44 Br 12.470 1.770 -3.861  0.56
45 C 4.249 0.457 -0.749  -0.09
46 C -4.131 2.236 0.690  -1.55
47 Br -1.767 1.967 -4.151  0.53
48 H -8.324 5.769 -0.534  -0.02
49 C 1.984 0.845 5.304  -1.57
50 H 4.980 0.736 -1.650  0.14
51 C 1.576 1.428 -0.395  0.11
52 Br -5.932 -7.104 0.877  0.52
53 Br 5.996 -2.958 8.041  0.55
54 Br -6.899 7.631 -6.297  0.55
55 Br -7.412 4.534 -2.502  0.53
56 H 6.192 5.415 -1.120  -0.05
57 C 6.274 -1.449 6.845  -1.60
58 Br -6.218 9.343 -3.653  0.51
59 H -5.282 7.172 -4.452  -0.07
60 Br -3.815 4.440 -3.884  0.54
61 O 1.891 3.816 -1.396  0.06
62 Br -3.558 2.167 -1.168  0.58
63 Br 9.446 0.716 -3.498  0.53
64 Br 6.060 -1.956 4.979  0.52
65 C -7.675 6.086 -1.358  -1.57
66 Br -0.188 -2.674 4.566  0.54
67 O 3.605 -1.807 0.339  -0.20
68 Br 11.336 1.109 -0.917  0.55
69 H -3.988 -2.963 5.670  -0.02
70 Br -3.314 -2.495 3.313  0.47
71 Br -2.626 -1.710 -7.964  0.56
72 Br -5.845 3.135 0.886  0.55
73 C 0.930 2.894 -0.767  -0.17
74 H 0.939 0.524 5.246  -0.03
75 H -4.775 -10.968 2.726  -0.03
76 F 0.706 -1.053 -0.543  -0.16
77 O -0.312 3.340 -0.558  0.01
78 Br -1.564 -1.828 0.160  0.68
79 C -4.307 -3.401 4.719  -1.56
80 Br -7.201 -10.444 2.467  0.54
81 Br 1.224 -3.144 1.707  0.65
82 Br -0.736 -1.317 -5.384  0.52
83 Br -6.005 6.691 -0.564  0.53
84 C -2.186 -3.543 -0.514  -1.50
85 Br -2.301 -4.877 0.897  0.56
86 F -0.546 0.579 0.666  -0.10
87 C -1.169 -0.692 -7.174  -1.61
88 C 0.708 -3.949 3.402  -1.54
89 Br 0.398 -0.656 -8.327  0.56

Forces on atoms 1 to 6 (eV/Å):
0.328 -0.326 -0.127
0.360 -0.102 0.300
-0.343 -0.313 0.024
0.260 0.360 0.144
-0.519 -1.785 -1.206
0.046 0.265 0.033

Computed properties:
Lowest unoccupied orbital energy   -2.887 eV
DFT total energy   -2980199.5677 eV
Frontier orbital gap   6.97 eV
Total charge   0

=====

2.
C21H19Cl2NO5 | ωB97M-V/def2-TZVPD

Last column: Löwdin charge in e.
Positions of all 48 atoms, in Å:
1 C 6.096 -2.014 -0.035  -0.04
2 H -2.464 3.722 -3.231  0.12
3 C 2.023 -0.930 0.773  -0.09
4 C 0.892 -0.838 -0.136  -0.25
5 H -4.754 -3.242 1.335  0.10
6 H -0.120 1.149 -2.213  0.12
7 H 7.148 -2.300 0.004  0.10
8 C -1.618 -2.409 0.186  0.00
9 C -2.757 -3.191 0.424  -0.08
10 O 0.955 -1.217 -1.325  0.10
11 H -3.730 1.169 -0.967  0.09
12 C -3.789 -1.391 1.661  -0.07
13 C -3.849 -2.672 1.137  -0.10
14 C 4.288 -1.326 1.473  -0.25
15 H -2.879 -4.204 0.025  0.11
16 C 3.297 -1.389 0.482  0.09
17 C -1.024 1.079 -1.626  -0.14
18 H -4.130 2.511 -2.000  0.07
19 H -0.816 -2.777 -0.438  0.10
20 C 3.901 -0.871 2.727  -0.53
21 H 6.029 -1.148 -0.692  0.10
22 H -3.650 0.933 -2.721  0.09
23 H -1.412 2.589 -4.010  0.13
24 H -2.636 0.367 1.931  0.11
25 O -0.355 4.271 -1.235  0.11
26 C -2.605 -0.618 1.473  -0.02
27 C -1.619 3.066 -3.047  -0.06
28 Cl 5.098 -0.907 4.033  0.69
29 C -1.513 -1.071 0.702  -0.13
30 H 0.096 1.926 0.002  0.12
31 C -0.312 -0.160 0.514  -0.24
32 C 1.680 -0.380 1.992  -0.11
33 O 5.614 -1.690 1.291  -0.11
34 N -2.077 2.091 -1.983  -0.23
35 O 0.246 4.506 -3.382  0.09
36 O -0.272 0.783 2.767  0.09
37 C 2.616 -0.383 3.017  -0.56
38 H 3.504 -1.755 -0.525  0.13
39 C -0.456 3.983 -2.546  -0.49
40 C -3.479 1.675 -1.929  -0.07
41 Cl 2.292 0.262 4.595  0.73
42 C 0.315 0.087 1.927  -0.25
43 H -1.406 0.066 -1.805  0.12
44 H -1.558 1.617 0.419  0.11
45 H -1.035 3.735 -0.756  0.11
46 C -0.704 1.211 -0.121  -0.08
47 H -4.632 -1.050 2.229  0.10
48 H 5.559 -2.864 -0.399  0.08

Forces on atoms 1 to 6 (eV/Å):
-0.195 0.471 0.554
-0.101 0.316 -0.006
0.821 0.004 0.305
-0.426 -0.770 -4.162
0.268 -0.174 -0.270
0.095 0.409 -0.353

Computed properties:
Lowest unoccupied orbital energy   -0.868 eV
DFT total energy   -58856.8586 eV
Relative energy (zero: lowest compared OMol25 entry of this formula, charge and spin)   1.3474 eV
SMILES   COc1cc2c(c(Cl)c1Cl)C(=O)[C@](CCN(C)CC(=O)O)(c1ccccc1)C2=O
Frontier orbital gap   7.93 eV
Total charge   0

=====

3.
C21H19Co2O6Sn | ωB97M-V/def2-TZVPD

Last column: Löwdin charge in e.
Positions of all 49 atoms, in Å:
1 H 0.460 -0.813 -1.986  0.04
2 H 3.663 -1.539 4.095  -0.01
3 C -3.575 -0.251 -6.727  -0.21
4 H -0.329 2.330 2.901  0.10
5 C 2.296 0.542 -0.585  -0.04
6 Sn 1.170 -0.463 4.254  1.25
7 C 3.557 -0.058 -0.597  -0.09
8 C -0.031 0.331 5.848  -0.26
9 C 0.140 -1.749 2.886  -0.23
10 H 2.806 -2.193 5.532  -0.01
11 H 5.306 -0.633 0.545  0.09
12 O -2.422 2.922 -5.126  0.10
13 C 3.830 0.346 1.793  -0.07
14 H 0.566 1.044 6.427  -0.01
15 O -5.744 -0.042 -4.543  0.08
16 C -2.450 1.767 -5.133  -0.17
17 H -0.907 0.835 5.424  0.00
18 H -0.106 -2.678 3.413  -0.01
19 C -1.977 -1.162 -3.846  -0.24
20 H -0.354 1.594 0.285  0.09
21 H 4.427 0.328 2.706  0.10
22 O -4.249 -0.387 -7.655  0.09
23 C -3.189 1.353 -2.373  -0.15
24 H -0.352 -0.494 6.495  -0.01
25 C 0.445 1.449 1.005  -0.04
26 H -0.773 -0.036 -0.781  0.02
27 C 0.450 1.804 2.350  -0.13
28 C 3.028 -1.289 4.952  -0.25
29 Co -3.277 -0.303 -2.957  0.03
30 C 4.318 -0.166 0.585  -0.10
31 C -1.547 -0.635 -2.637  -0.39
32 H -1.796 -2.205 -4.130  0.07
33 O -4.563 -1.490 -0.608  0.10
34 H 3.533 -0.556 5.591  0.00
35 C -1.103 -0.224 -6.317  -0.18
36 H -0.773 -1.252 2.539  0.01
37 C 2.543 0.885 1.822  -0.24
38 C 1.736 1.418 2.935  -0.28
39 C -0.551 -0.473 -1.754  -0.04
40 H 2.207 1.914 3.784  0.09
41 C 1.739 0.921 0.645  -0.19
42 O -3.166 2.443 -1.989  0.12
43 O -0.181 -0.370 -6.996  0.10
44 C -4.098 -1.014 -1.552  -0.12
45 H 0.792 -1.955 2.030  0.01
46 Co -2.543 0.010 -5.338  0.00
47 C -4.642 -0.102 -4.179  -0.20
48 H 1.727 0.736 -1.494  0.10
49 H 3.959 -0.439 -1.538  0.10

Forces on atoms 1 to 6 (eV/Å):
-0.358 0.081 0.163
-0.149 0.025 0.219
-1.350 -0.832 -0.593
0.072 -0.288 -0.241
0.066 -0.160 0.147
0.189 0.853 -1.306

Computed properties:
Lowest unoccupied orbital energy   1.850 eV
DFT total energy   -115453.0861 eV
Frontier orbital gap   6.05 eV
Total charge   -1

=====

4.
C21H19CoN2O5SSe | ωB97M-V/def2-TZVPD

Last column: Mulliken spin population.
Positions of all 50 atoms, in Å:
1 H -2.004 -5.671 -0.907  0.00
2 H 2.935 -2.626 -1.357  0.00
3 C -1.191 -4.973 -1.088  0.00
4 H 0.947 -7.336 -1.727  0.00
5 H 1.639 2.939 5.247  0.00
6 H -4.289 2.335 -0.516  0.00
7 C 0.088 -6.848 -2.195  0.00
8 H 2.208 -2.195 -2.905  0.00
9 C 0.865 -3.174 -1.543  -0.01
10 Co -0.173 1.497 -0.700  1.02
11 H 4.266 1.625 2.152  0.00
12 C 2.200 1.822 1.572  -0.01
13 N -2.457 2.976 -1.131  0.00
14 Se -0.491 -0.958 -0.197  0.00
15 C -0.049 -5.420 -1.738  0.00
16 H -0.802 -7.426 -1.942  0.00
17 H 1.873 -4.817 -2.463  0.00
18 C 2.515 1.412 0.239  0.00
19 O 1.756 1.265 -0.720  -0.03
20 C -3.495 5.473 -1.530  0.00
21 C 0.966 -4.499 -1.955  0.00
22 H -3.081 -2.420 -0.487  0.00
23 C -0.295 -2.738 -0.880  0.01
24 C -2.605 -3.252 0.034  0.00
25 O -0.136 2.162 1.232  0.03
26 C 0.716 2.584 3.362  0.01
27 H -2.396 -2.889 1.042  0.00
28 H 3.579 1.209 0.056  0.00
29 O 3.960 2.720 5.831  0.00
30 C -2.169 5.220 -1.775  0.00
31 H 0.229 -6.910 -3.277  0.00
32 C 2.022 -2.253 -1.830  0.00
33 S 0.032 3.557 -1.818  -0.01
34 O -2.040 1.725 -0.984  -0.02
35 C 3.267 1.888 2.474  0.00
36 C -3.761 3.206 -0.872  0.00
37 O 5.288 2.058 4.271  0.00
38 C 3.062 2.287 3.773  0.00
39 H -3.898 6.464 -1.691  0.00
40 H -5.362 4.593 -0.843  0.00
41 C -4.316 4.441 -1.062  0.00
42 H -3.297 -4.094 0.088  0.00
43 C 1.768 2.635 4.219  0.00
44 C 0.864 2.179 1.991  0.00
45 C -1.610 3.946 -1.568  0.00
46 H -1.502 5.994 -2.128  0.00
47 C -1.336 -3.658 -0.661  0.00
48 N 4.174 2.354 4.683  0.00
49 H 1.823 -1.250 -1.459  0.00
50 H -0.284 2.842 3.683  0.00

Forces on atoms 1 to 6 (eV/Å):
-0.002 -0.002 -0.001
0.005 0.002 0.000
0.020 -0.033 0.000
0.001 -0.001 0.000
-0.001 0.002 0.007
0.004 -0.002 -0.001

Computed properties:
Lowest unoccupied orbital energy (alpha / beta)   2.276 / 2.273 eV
DFT total energy   -149110.8934 eV
Multiplicity   2
Relative energy (zero: lowest compared OMol25 entry of this formula, charge and spin)   0.0000 eV
Frontier orbital gap (alpha / beta)   6.09 / 6.08 eV
⟨S²⟩   0.89
Total charge   -1

=====

5.
C21H19F2N5O | ωB97M-V/def2-TZVPD

Last column: Löwdin charge in e.
Positions of all 48 atoms, in Å:
1 N -1.674 -2.220 -2.793  0.11
2 C 3.305 -1.378 3.491  0.04
3 N 1.578 0.201 -1.849  0.12
4 C 0.578 -0.678 -2.014  -0.23
5 C 0.634 -2.061 -2.323  0.01
6 H -4.028 0.803 0.377  0.07
7 N 2.430 1.006 2.159  0.14
8 H 1.318 1.107 -2.218  0.12
9 H 2.106 2.922 -1.699  0.06
10 C 2.123 -0.189 1.762  -0.31
11 H -3.626 2.899 -0.139  0.15
12 C 1.556 -3.490 3.547  0.03
13 H 0.985 -4.384 3.472  0.10
14 N -2.491 1.045 -2.036  -0.09
15 C 2.539 1.643 -0.147  -0.22
16 H -0.498 -3.896 -2.773  0.13
17 H 3.809 2.145 -1.808  0.12
18 H 4.086 -0.604 3.617  0.14
19 C -0.712 -0.156 -2.110  -0.19
20 C 2.993 2.642 -1.184  -0.03
21 H -5.195 0.353 -0.826  0.05
22 O -5.321 3.314 -1.093  -0.03
23 C 2.036 0.369 -0.519  -0.15
24 F 4.624 -2.257 5.385  0.04
25 H -3.884 -0.437 -2.800  0.14
26 C 3.573 -2.310 4.479  -0.24
27 H 1.505 -1.641 0.183  0.17
28 C -4.295 2.400 -0.890  -0.43
29 C 2.707 -3.414 4.417  0.00
30 C -2.849 -0.123 -2.618  0.01
31 H 3.014 2.816 1.644  0.12
32 H -5.311 3.922 -0.342  0.10
33 H -5.645 1.318 0.591  0.10
34 N -1.159 1.059 -1.837  0.15
35 C 1.301 -2.389 2.706  -0.24
36 H 3.049 -4.259 5.042  0.12
37 C -4.871 1.141 -0.193  -0.03
38 C 2.149 -1.317 2.692  -0.10
39 F 0.115 -2.145 2.115  0.07
40 H -3.885 2.315 -2.979  0.11
41 H -2.625 3.056 -2.170  0.12
42 C 1.866 -0.546 0.508  0.04
43 C -0.497 -2.756 -2.700  -0.15
44 C 2.655 1.901 1.170  -0.09
45 H 1.528 -2.497 -1.998  0.09
46 H 3.525 3.444 -0.641  0.09
47 C -3.350 2.275 -2.086  -0.04
48 C -1.774 -0.948 -2.571  -0.28

Forces on atoms 1 to 6 (eV/Å):
-0.877 -2.799 -1.479
1.924 1.459 2.176
2.908 1.186 1.761
-2.653 -3.132 -2.176
0.868 3.209 1.481
0.464 -0.890 0.306

Computed properties:
Lowest unoccupied orbital energy   -0.098 eV
DFT total energy   -37014.6440 eV
Relative energy (zero: lowest compared OMol25 entry of this formula, charge and spin)   2.9160 eV
SMILES   Cc1cnc(-c2cc(F)ccc2F)cc1Nc1ccnc2cn(C[C@H](C)O)nc12
Frontier orbital gap   8.26 eV
Total charge   0